Arrangement A

Formula: C3H13O3S
Source: OMol25
Level of theory: ωB97M-V/def2-TZVPD

CARTESIAN COORDINATES (ANGSTROEM)
H (2.4941, 2.2199, 2.2343)
H (-1.0725, 0.6047, 0.4361)
H (-0.1217, -2.9370, 1.4419)
H (-2.4374, -1.5228, -0.6516)
O (-1.0920, 0.6086, -3.2138)
H (2.0986, 2.3037, 0.5522)
C (0.7018, 1.1161, 1.5338)
C (2.1622, 1.5952, 1.4076)
H (-2.4455, -1.8827, -2.1205)
H (0.1877, 1.8970, 2.1155)
H (-1.6991, 0.8238, -2.4974)
O (0.3905, -3.3663, 0.7505)
C (-0.0504, 0.9240, 0.2579)
S (0.5685, -0.6075, -0.6676)
H (-0.6120, -0.1449, -2.8114)
H (0.6786, 0.2128, 2.1216)
H (2.8729, 0.8931, 0.9767)
H (0.4232, -2.6286, 0.0762)
O (-3.0339, -1.7501, -1.3718)
H (-0.0135, 1.6410, -0.5701)

Output
**E_HOMO**: -3.4503 eV
**Multiplicity**: 1
**Charge**: -1
**Orbital gap**: 7.29 eV

Results of the natural (NBO) charge analysis, in e, for atoms 1 through 2:
1. H 0.191
2. H 0.191

Arrangement B

Formula: C3H13O3S
Source: OMol25
Level of theory: ωB97M-V/def2-TZVPD

CARTESIAN COORDINATES (ANGSTROEM)
H (-3.2861, 5.1260, -1.0000)
H (-2.7303, -0.3275, 1.0534)
H (3.3099, -0.6646, -0.1007)
C (1.4734, 0.3066, 0.3636)
O (-1.9892, -3.5622, -0.1074)
C (2.6995, 0.1364, -0.4978)
O (-2.4092, 5.1677, -1.3945)
H (-2.0717, -4.2150, 0.5996)
H (-1.6449, -2.8195, 0.4207)
O (-2.2553, 0.3600, 1.5285)
H (1.6371, 0.5320, -2.4272)
H (1.6251, 0.9371, 1.2486)
H (3.1077, -0.4440, -2.5404)
C (2.2776, -0.1996, -1.9187)
S (0.8171, -1.2852, 1.0197)
H (1.6499, -1.0955, -1.8865)
H (0.7182, 0.8457, -0.2287)
H (-2.1192, 4.2489, -1.4230)
H (3.1614, 1.1394, -0.4888)
H (-1.3101, 0.2520, 1.3291)

Output
**E_HOMO**: -2.8149 eV
**Multiplicity**: 1
**Charge**: -1
**Orbital gap**: 5.86 eV

Results of the natural (NBO) charge analysis, in e, for atoms 1 through 2:
1. H 0.466
2. H 0.462

The structure with the greatest stability is arrangement A.

Arrangement A

Formula: CH4NO3S
Source: OMol25
Level of theory: ωB97M-V/def2-TZVPD

CARTESIAN COORDINATES (ANGSTROEM)
N (-1.9727, -1.2918, -0.7529)
H (-1.9500, -2.3143, -0.8339)
C (1.2817, 0.6292, -0.1812)
H (2.3925, 0.5964, -0.2240)
O (1.0585, 0.9546, 1.1475)
O (-1.5105, 0.5205, 0.8308)
H (0.8975, 1.4871, -0.7702)
S (-1.0405, -0.8512, 0.3980)
O (0.7569, -0.5640, -0.5519)
H (0.0865, 0.8334, 0.9380)

Output
**E_HOMO**: -4.3740 eV
**Multiplicity**: 1
**Charge**: -1
**Orbital gap**: 8.30 eV

Results of the natural (NBO) charge analysis, in e, for atoms 1 through 2:
1. N -1.131
2. H 0.338

Arrangement B

Formula: CH4NO3S
Source: OMol25
Level of theory: ωB97M-V/def2-TZVPD

CARTESIAN COORDINATES (ANGSTROEM)
H (-1.5242, -0.4301, 0.3597)
N (-0.1482, 0.7625, -1.7599)
O (-0.0190, 0.2646, 2.5137)
S (0.8659, 0.9763, 1.5597)
C (-0.7594, -0.8345, -0.2959)
H (0.6986, 1.2928, -2.0728)
O (2.3138, 0.6213, 1.6003)
H (-1.2233, -0.9145, -1.2826)
H (-0.4179, -1.7642, -0.0119)
O (0.2137, 0.0261, -0.6104)

Output
**E_HOMO (spin up / spin down)**: -2.3967 / -1.5955 eV
**Multiplicity**: 1
**Charge**: -1
**Orbital gap (spin up / spin down)**: 6.17 / 5.30 eV

Results of the natural (NBO) charge analysis, in e, for atoms 1 through 2:
1. H 0.159
2. N -0.752

The structure with the greatest stability is arrangement A.

Arrangement A

Formula: C9H11N3
Source: OMol25
Level of theory: ωB97M-V/def2-TZVPD

CARTESIAN COORDINATES (ANGSTROEM)
H (3.1485, -1.7641, -0.1558)
C (2.1092, -1.3576, 0.0045)
C (-2.2531, -0.6563, 0.4037)
C (0.4601, 1.1539, -0.3640)
C (-1.8702, -0.7574, -1.0735)
H (-1.6067, 1.7039, -0.9227)
C (0.0662, -0.8733, 0.6479)
H (-2.6204, -1.0806, -1.6761)
N (-0.7285, -0.6541, -1.5990)
H (-3.1040, -1.4405, 0.7000)
C (0.3024, -0.3224, -0.7048)
H (-0.6765, 3.0454, -0.3571)
H (2.2933, 1.6477, -1.0075)
N (1.6356, -0.8240, -1.0876)
H (1.5930, 2.7949, 0.3106)
H (-1.3215, -1.5873, 1.9267)
H (2.3205, 1.0911, 0.6677)
H (-2.6224, 0.3074, 0.4798)
N (-1.1156, -0.8676, 1.2836)
H (1.5290, -1.8523, 2.0152)
C (-0.5993, 1.9571, -0.5053)
C (1.2051, -1.4096, 1.1254)
C (1.8552, 1.7457, -0.1116)

Output
**E_HOMO**: -8.0413 eV
**Multiplicity**: 1
**Charge**: 0
**Orbital gap**: 8.73 eV
**Structure (SMILES)**: C=C(C)[C@@]12N=CC=C1NCC=N2

Results of the natural (NBO) charge analysis, in e, for atoms 1 through 2:
1. H 0.207
2. C 0.081

Arrangement B

Formula: C9H11N3
Source: OMol25
Level of theory: ωB97M-V/def2-TZVPD

CARTESIAN COORDINATES (ANGSTROEM)
C (0.2838, -1.1250, -1.5115)
H (1.3745, -1.1153, -2.1094)
C (0.4820, -1.1199, 1.0036)
H (-0.6346, 3.2930, -3.2480)
C (-0.4613, 2.3851, -2.4491)
H (-1.1454, -2.3494, 2.0665)
C (0.0791, -1.5064, 3.5616)
H (1.0037, -0.9454, 3.7411)
H (-0.1441, 2.5178, 0.9809)
C (-0.0994, 2.2034, -0.0538)
H (-0.6164, 4.0270, -0.9049)
N (0.3104, 0.2110, 1.0182)
H (-0.2579, -2.5058, 4.4471)
H (-0.9373, -0.9618, 3.5714)
N (0.3607, -2.0211, 2.0845)
H (-0.4149, 0.3862, -3.6623)
C (0.2378, 0.9659, -0.3492)
C (-0.3112, 0.9833, -2.6591)
C (-0.1140, 0.2255, -1.5822)
N (0.5663, -1.8617, -0.1799)
H (-0.2139, -1.9674, -2.1037)
C (-0.3418, 2.9836, -1.2514)
H (0.9939, -2.7027, -0.4104)

Output
**E_HOMO**: -7.8216 eV
**Multiplicity**: 1
**Charge**: 0
**Orbital gap**: 7.58 eV

Results of the natural (NBO) charge analysis, in e, for atoms 1 through 2:
1. C -0.220
2. H 0.182

The structure with the greatest stability is arrangement A.

Arrangement A

Formula: C7H12N2O
Source: OMol25
Level of theory: ωB97M-V/def2-TZVPD

CARTESIAN COORDINATES (ANGSTROEM)
H (1.7779, 1.0994, -1.3605)
C (0.9048, 0.3526, -1.4220)
H (-2.2994, 0.8342, 3.0746)
H (1.0141, -0.1755, -2.2913)
C (-1.5446, 0.5786, 2.3644)
N (-0.0346, 0.0127, 0.8847)
N (-0.3987, 1.2056, 2.7225)
H (-0.5254, 1.6784, -0.7344)
H (-1.2064, 0.6160, -1.8515)
C (0.7201, -0.6201, -0.2405)
C (-1.3904, -0.1467, 1.2010)
H (-2.1700, -0.6351, 0.6654)
O (2.0271, -1.1100, 0.1423)
H (-0.6890, -2.2934, 0.1733)
C (0.4490, 0.9254, 1.7691)
H (0.6572, -2.7603, -0.8265)
C (-0.3095, 1.1737, -1.5989)
H (-0.5761, -1.6031, -1.5065)
H (1.4037, 1.3464, 1.7197)
H (2.5050, -0.3275, 0.2179)
C (0.0377, -1.8987, -0.6043)
H (-0.3527, 1.7474, -2.4986)

Output
**E_HOMO**: -8.7941 eV
**Multiplicity**: 1
**Charge**: 0
**Orbital gap**: 9.57 eV
**Structure (SMILES)**: CC[C@@](C)(O)n1ccnc1

Results of the natural (NBO) charge analysis, in e, for atoms 1 through 2:
1. H 0.207
2. C -0.428

Arrangement B

Formula: C7H12N2O
Source: OMol25
Level of theory: ωB97M-V/def2-TZVPD

CARTESIAN COORDINATES (ANGSTROEM)
H (-0.0693, 1.1513, 1.7776)
H (-1.6982, -0.8552, 1.7882)
N (2.8178, 2.0129, -1.5655)
H (0.4111, -2.1659, 1.0434)
C (3.5184, -0.2942, -1.2822)
H (2.6291, -1.5738, 0.8315)
H (-2.5068, -0.1166, 0.4078)
H (-0.8635, 1.8130, 0.3449)
H (-1.9305, -1.7788, 0.2999)
C (-0.0887, 1.1333, 0.6907)
H (-0.4964, -1.2790, -1.7496)
C (-1.7072, -0.7925, 0.7021)
H (0.8728, 1.4746, 0.3191)
C (0.7405, -1.2045, 0.6294)
O (4.0501, -1.3464, -1.2101)
C (-0.3627, -0.2833, 0.1775)
N (1.9515, -0.8847, 0.5140)
H (-1.1816, 0.3487, -1.7199)
C (-0.3671, -0.2726, -1.3586)
C (3.4851, 1.0099, -1.2451)
H (0.5712, 0.1308, -1.7288)
H (3.2259, 2.9135, -1.3207)

Output
**E_HOMO**: -8.1435 eV
**Multiplicity**: 1
**Charge**: 0
**Orbital gap**: 7.65 eV
**Structure (SMILES)**: [H]/N=C/C(C)(C)C.N=C=C=O

Results of the natural (NBO) charge analysis, in e, for atoms 1 through 2:
1. H 0.206
2. H 0.208

The structure with the greatest stability is arrangement A.

Arrangement A

Formula: C3H6NOS2
Source: OMol25
Level of theory: ωB97M-V/def2-TZVPD

CARTESIAN COORDINATES (ANGSTROEM)
H (1.8720, -1.4703, 0.6763)
C (-3.3807, 0.4878, 0.2425)
H (2.7530, -1.2361, -0.9515)
H (-4.1374, 1.0303, -0.1824)
C (2.0995, -0.8194, -0.1888)
S (-1.6550, 1.0245, -0.2941)
H (0.6169, 0.3072, -1.3455)
S (-0.4003, -0.2971, 0.7020)
C (0.8316, -0.2443, -0.4452)
O (4.2733, 1.1006, 0.0952)
H (-3.4710, 0.7205, 1.3427)
H (-3.4440, -0.5982, 0.0336)
N (4.0419, -0.0054, 0.3152)

Output
**E_HOMO (spin up / spin down)**: -12.8665 / -13.0712 eV
**Multiplicity**: 1
**Charge**: +1
**Orbital gap (spin up / spin down)**: 6.07 / 7.70 eV

Results of the natural (NBO) charge analysis, in e, for atoms 1 through 2:
1. H 0.222
2. C -0.693

Arrangement B

Formula: C3H6NOS2
Source: OMol25
Level of theory: ωB97M-V/def2-TZVPD

CARTESIAN COORDINATES (ANGSTROEM)
H (-2.6296, 1.1253, 0.5518)
C (-0.5833, 0.7258, -0.4780)
O (-0.7645, -2.0247, -0.1822)
H (0.2931, -2.6236, 1.2593)
H (1.4032, 1.2797, -0.2577)
N (0.8070, 0.3695, -0.3489)
H (-2.4074, 0.8277, -1.9515)
H (1.0649, 0.0484, -1.3527)
S (-1.4106, 0.8366, 1.0660)
H (1.2975, -0.3239, 1.7146)
C (0.9611, -0.6767, 0.7260)
S (-1.0762, 0.8242, -2.1025)
C (0.1394, -1.7940, 0.6024)

Output
**E_HOMO (spin up / spin down)**: -12.3524 / -12.3507 eV
**Multiplicity**: 1
**Charge**: +1
**Orbital gap (spin up / spin down)**: 5.79 / 5.79 eV

Results of the natural (NBO) charge analysis, in e, for atoms 1 through 2:
1. H 0.160
2. C -0.060

The structure with the greatest stability is arrangement B.

Arrangement A

Formula: C6H12N2
Source: OMol25
Level of theory: ωB97M-V/def2-TZVPD

CARTESIAN COORDINATES (ANGSTROEM)
C (3.1611, -1.7873, 0.4611)
H (-0.4345, 1.5413, 2.2535)
H (-1.8454, -1.8217, -1.2309)
H (1.3670, -1.1361, -0.7175)
C (-0.0735, 1.7183, -0.0020)
H (-3.2018, -0.9200, -0.7985)
C (-2.2578, -0.8618, -1.2406)
H (-2.4456, -0.3349, -2.2134)
N (-0.4963, 1.1575, 1.2295)
C (-1.3773, 0.1313, 0.9932)
H (3.5356, -1.4503, 1.4064)
C (2.2525, -0.7375, -0.1283)
H (-1.8505, -0.6475, 1.7131)
N (-0.6646, 1.0836, -1.0183)
H (0.6127, 2.5840, -0.0652)
H (2.6103, 0.0727, -0.6881)
H (2.5548, -2.7361, 0.6124)
C (-1.4377, 0.1015, -0.4434)
H (1.6247, -0.2360, 0.6009)
H (3.9953, -1.9901, -0.1902)

Output
**E_HOMO (spin up / spin down)**: -14.6239 / -14.6774 eV
**Multiplicity**: 2
**Charge**: +1
**Orbital gap (spin up / spin down)**: 10.49 / 6.77 eV

Results of the natural (NBO) charge analysis, in e, for atoms 1 through 2:
1. C -0.613
2. H 0.481

Arrangement B

Formula: C6H12N2
Source: OMol25
Level of theory: ωB97M-V/def2-TZVPD

CARTESIAN COORDINATES (ANGSTROEM)
H (1.2909, -0.0654, 0.8530)
H (-2.2124, -1.3936, -1.5092)
N (-0.9354, 1.3417, -1.0221)
C (-2.6145, -0.5046, -1.2094)
H (3.6111, -1.7553, -0.3533)
H (0.1267, 3.0108, -0.0851)
C (1.8959, -0.3557, -0.1086)
C (2.8541, -1.4700, 0.4008)
C (-0.4590, 2.0488, 0.0145)
H (2.5405, 0.4275, -0.4382)
H (3.5404, -1.2178, 1.1557)
H (-3.4689, -0.7562, -0.6592)
H (1.4357, -0.7202, -1.0095)
H (-2.9511, -0.2582, -2.2804)
H (-2.0536, -0.2507, 1.7287)
H (2.3647, -2.4699, 0.7326)
C (-1.7556, 0.3639, -0.4668)
H (-0.6348, 2.0353, 2.1439)
C (-1.6999, 0.4529, 0.8974)
N (-0.8747, 1.5366, 1.2151)

Output
**E_HOMO (spin up / spin down)**: -14.6804 / -14.6845 eV
**Multiplicity**: 2
**Charge**: +1
**Orbital gap (spin up / spin down)**: 10.89 / 6.56 eV

Results of the natural (NBO) charge analysis, in e, for atoms 1 through 2:
1. H 0.176
2. H 0.298

The structure with the greatest stability is arrangement A.